{
  "formula": "C27H59BrN6O9S",
  "method": "ωB97M-V/def2-TZVPD",
  "species": ["C", "O", "C", "C", "C", "C", "C", "C", "C", "C", "C", "Br", "C", "C", "N", "O", "S", "O", "O", "H", "H", "H", "H", "H", "H", "H", "H", "H", "H", "H", "H", "H", "H", "H", "H", "H", "H", "H", "H", "H", "H", "H", "H", "C", "O", "N", "C", "C", "H", "H", "H", "H", "H", "H", "H", "C", "O", "N", "C", "C", "H", "H", "H", "H", "H", "H", "H", "C", "O", "N", "C", "C", "H", "H", "H", "H", "H", "H", "H", "C", "O", "N", "C", "C", "H", "H", "H", "H", "H", "H", "H", "C", "O", "N", "C", "C", "H", "H", "H", "H", "H", "H", "H"],
  "xyz": [[1.1531, 1.4573, 1.7915], [0.8135, 0.4201, 0.8340], [1.8868, 0.3803, -0.0930], [1.4614, -0.3779, -1.3767], [0.6538, 0.5299, -2.4161], [0.0873, 1.8224, -1.7528], [-0.8672, 2.6607, -2.6586], [-2.3861, 2.3171, -2.4556], [-0.6174, 4.1686, -2.2887], [1.4238, 0.7482, -3.7629], [2.9236, 1.1364, -3.6393], [3.5956, 1.2803, -5.5249], [3.2006, 2.5157, -2.9912], [4.7234, 2.8717, -2.8783], [4.8054, 4.3596, -2.9595], [3.7744, 0.1664, -3.0103], [2.9497, -1.0125, -2.2170], [2.5812, -2.0874, -3.1835], [3.9148, -1.6099, -1.2531], [0.9392, 2.4275, 1.3157], [0.6180, 1.3087, 2.7366], [2.2547, 1.3828, 1.9445], [2.2817, 1.3846, -0.3338], [2.7144, -0.1791, 0.4004], [0.8568, -1.2690, -1.1291], [-0.2331, -0.0880, -2.6726], [0.8475, 2.5022, -1.3340], [-0.5255, 1.4844, -0.8879], [-0.6705, 2.5844, -3.7427], [-2.5501, 1.2535, -2.2094], [-2.8770, 2.4900, -3.4384], [-2.8784, 3.0152, -1.7545], [0.4578, 4.3803, -2.4857], [-1.1728, 4.8481, -2.9677], [-0.8368, 4.3854, -1.2295], [1.3384, -0.1990, -4.3349], [0.9611, 1.5103, -4.4176], [2.6629, 3.2850, -3.5805], [2.8058, 2.5890, -1.9546], [5.0369, 2.5893, -1.8487], [5.3448, 2.3719, -3.6352], [4.0484, 4.6768, -2.3547], [5.6508, 4.6836, -2.4993], [-1.6029, 2.9862, 2.7545], [-1.1035, 3.3657, 1.7093], [-2.9149, 3.0261, 3.0475], [-3.4331, 2.5454, 4.3155], [-3.8375, 3.5623, 2.0652], [-0.9965, 2.5581, 3.5678], [-4.1394, 1.7369, 4.1275], [-3.9410, 3.3597, 4.8275], [-2.6269, 2.1721, 4.9452], [-3.7699, 2.9773, 1.1453], [-3.5682, 4.5958, 1.8387], [-4.8547, 3.5255, 2.4488], [-2.7592, -1.7694, 3.7918], [-2.9799, -0.6504, 4.2132], [-2.3165, -2.0534, 2.5473], [-2.0712, -3.4150, 2.1078], [-2.0794, -0.9581, 1.6230], [-2.9070, -2.6663, 4.4138], [-1.0236, -3.5219, 1.8193], [-2.7069, -3.6383, 1.2481], [-2.2925, -4.1223, 2.9053], [-1.3323, -0.2826, 2.0412], [-3.0067, -0.4002, 1.4748], [-1.7273, -1.3420, 0.6683], [4.2547, -4.8984, -7.0119], [3.9097, -5.6834, -7.8709], [4.3080, -5.1720, -5.6881], [4.7305, -4.1846, -4.7117], [3.9294, -6.4959, -5.2344], [4.5610, -3.8681, -7.2527], [5.6100, -4.5571, -4.1803], [3.9216, -4.0113, -4.0006], [4.9809, -3.2432, -5.1976], [4.5744, -7.2406, -5.7048], [2.8969, -6.6994, -5.5260], [4.0238, -6.5623, -4.1522], [0.7614, -6.7332, 0.2911], [0.2285, -5.9194, 1.0181], [1.5937, -6.4313, -0.7316], [2.1947, -7.4547, -1.5619], [1.8901, -5.0356, -1.0018], [0.6010, -7.8164, 0.4131], [3.2830, -7.3864, -1.4909], [1.8898, -7.3050, -2.6003], [1.8799, -8.4461, -1.2393], [2.3470, -4.5855, -0.1189], [0.9608, -4.5063, -1.2203], [2.5676, -4.9465, -1.8481], [-5.8174, 4.7468, 6.4853], [-5.9802, 3.9720, 5.5648], [-5.9080, 4.4214, 7.7946], [-5.7010, 5.3977, 8.8455], [-6.2228, 3.0498, 8.1542], [-5.5749, 5.8083, 6.3185], [-4.8673, 5.0809, 9.4760], [-6.6054, 5.4738, 9.4533], [-5.4746, 6.3754, 8.4230], [-5.4604, 2.3829, 7.7479], [-7.1875, 2.7738, 7.7252], [-6.2607, 2.9444, 9.2362]],
  "forces_ev_per_angstrom": [[0.871, -0.281, -0.802], [0.342, 0.635, -0.007], [0.633, -1.144, 0.279], [-0.025, 1.757, -0.592], [-0.281, 0.063, 0.065], [-0.826, -0.378, -0.048], [-0.408, 1.010, 0.822], [0.362, 0.272, -1.127], [0.414, -0.341, -0.898], [0.179, -0.473, -0.007], [-0.219, 1.114, -0.485], [-0.192, -0.192, 0.404], [0.468, -0.060, -0.097], [-0.702, 0.565, 0.880], [-0.247, -0.581, 0.075], [-1.921, -0.507, 1.186], [2.880, -6.167, 0.091], [-0.443, 3.050, 1.124], [-1.850, 2.548, -1.212], [-0.098, -0.268, 0.558], [0.065, -0.008, -0.481], [-0.643, 0.096, 0.415], [-0.340, -0.338, 0.031], [-0.275, 0.298, -0.459], [0.688, 0.206, -0.093], [0.460, 0.444, -0.073], [-0.138, -0.479, -0.321], [0.476, 0.300, -0.366], [0.247, -0.272, 0.511], [0.014, 0.506, 0.160], [0.064, -0.143, 0.598], [0.342, -0.622, 0.022], [-0.557, 0.006, 0.268], [0.042, -0.356, 0.559], [-0.016, -0.145, -0.431], [0.338, 0.533, 0.265], [0.154, -0.259, 0.655], [0.384, -0.389, 0.139], [-0.011, -0.400, -0.679], [0.079, -0.453, -0.767], [-0.262, 0.313, 0.272], [0.155, 0.323, -0.180], [0.054, -0.063, -0.159], [-0.511, -0.070, 0.187], [-0.108, 0.233, -0.330], [0.541, -0.066, 0.076], [-0.155, 0.122, -0.081], [0.206, 0.009, -0.108], [-0.034, -0.009, 0.096], [0.035, -0.030, 0.206], [-0.060, -0.109, 0.027], [0.026, -0.076, -0.156], [-0.068, 0.090, -0.036], [-0.095, -0.025, -0.089], [0.072, -0.027, 0.092], [0.145, -0.236, -0.355], [0.001, 0.279, 0.006], [-0.179, -0.123, 0.377], [0.123, 0.263, -0.157], [-0.136, 0.140, 0.326], [0.012, -0.069, -0.023], [-0.074, -0.209, -0.028], [0.064, -0.142, 0.004], [0.012, 0.069, 0.002], [-0.031, 0.035, -0.169], [0.068, 0.067, -0.069], [0.026, -0.061, 0.068], [0.042, 0.048, 0.229], [-0.070, -0.196, -0.024], [0.096, 0.272, -0.231], [-0.113, -0.368, 0.099], [-0.030, 0.036, -0.304], [0.025, 0.065, 0.067], [0.008, 0.144, 0.066], [0.131, 0.184, 0.054], [-0.059, -0.043, -0.032], [-0.098, -0.087, 0.068], [0.037, -0.126, 0.046], [0.037, 0.091, -0.021], [0.207, -0.080, -0.265], [-0.067, 0.235, 0.050], [-0.196, -0.286, 0.221], [0.010, 0.303, -0.001], [-0.146, 0.021, 0.230], [0.032, -0.055, -0.038], [0.000, -0.124, -0.102], [0.092, -0.129, -0.033], [-0.024, 0.060, 0.038], [0.008, 0.122, -0.103], [0.097, 0.106, -0.035], [-0.029, -0.049, 0.019], [-0.046, 0.090, 0.306], [-0.120, -0.122, -0.028], [0.076, 0.275, -0.210], [-0.067, -0.297, 0.000], [0.007, -0.006, -0.282], [0.013, 0.059, 0.058], [-0.033, 0.136, 0.085], [0.085, 0.110, 0.086], [-0.013, -0.059, -0.051], [-0.093, -0.084, 0.051], [0.046, -0.110, 0.051], [0.022, 0.090, -0.024]],
  "charge": 0,
  "homo_energy_ev": -8.9771,
  "fmax_ev_per_a": 6.8,
  "gap_ev": 9.5
}